# 1
C23H50F2GaO4 | the ωB97M-V functional and the def2-TZVPD basis

Geometry (Å):
C  -0.24533  0.89153  0.94088
C  -0.10690  -0.16287  -0.15556
O  0.35783  0.51911  -1.31573
C  0.62773  -0.29686  -2.37793
O  0.03504  -0.21576  -3.36936
C  1.79167  -1.24101  -2.23255
C  3.07837  -0.44381  -2.56554
C  4.23537  -1.33837  -3.04690
Ga  5.96559  -0.52014  -2.32527
F  5.77994  -0.58223  -0.48357
O  7.38868  -1.57941  -2.94701
C  8.34162  -1.89458  -1.99388
C  9.72635  -1.39112  -2.38906
C  10.65285  -1.57296  -1.18009
O  9.69916  -0.02923  -2.73998
C  6.12674  1.44583  -2.85660
C  7.04618  2.26456  -1.96012
F  6.64173  1.56767  -4.16988
H  -1.03999  0.62629  1.62965
H  -0.51955  1.80141  0.42439
H  0.69740  1.01202  1.45153
H  -1.06864  -0.62799  -0.35160
H  0.61168  -0.89090  0.19809
H  1.69274  -2.06653  -2.92185
H  1.87612  -1.62193  -1.22325
H  3.38909  0.04444  -1.64760
H  2.86584  0.30698  -3.32271
H  4.25731  -1.46987  -4.12452
H  4.10712  -2.31985  -2.58864
H  8.12602  -1.48912  -0.99559
H  8.46010  -2.97824  -1.85423
H  10.09132  -1.96574  -3.24183
H  11.60042  -2.02801  -1.44497
H  10.16067  -2.23277  -0.46889
H  10.76050  -0.60140  -0.71519
H  8.82177  0.19326  -3.09051
H  5.15422  1.93008  -2.82245
H  7.29580  3.16802  -2.52240
H  7.98711  1.77085  -1.74981
H  6.53142  2.59727  -1.06619
C  -5.21049  4.78929  2.38516
C  -5.95964  3.87980  1.41577
C  -5.42318  2.44975  1.38957
C  -3.97261  2.30625  0.92709
C  -3.67442  2.86414  -0.46326
C  -4.44813  2.16111  -1.57467
H  -4.16034  4.89548  2.10978
H  -5.65097  5.78788  2.39051
H  -5.25922  4.39631  3.40303
H  -5.93499  4.31320  0.41227
H  -7.01290  3.84843  1.70903
H  -6.07146  1.84311  0.74952
H  -5.50876  2.02093  2.39432
H  -3.70752  1.24362  0.94659
H  -3.31073  2.79198  1.65031
H  -2.60515  2.75118  -0.65897
H  -3.87920  3.93805  -0.49584
H  -4.22519  1.09214  -1.58722
H  -4.17484  2.57040  -2.54798
H  -5.52675  2.28503  -1.45727
C  -6.48114  -1.74649  0.92523
C  -6.33880  -1.53910  2.42920
C  -4.88715  -1.39930  2.88487
C  -4.00395  -2.62209  2.63169
C  -4.49789  -3.91916  3.27004
C  -4.55895  -3.85902  4.79377
H  -6.00163  -2.66970  0.59645
H  -7.53557  -1.80685  0.64984
H  -6.03694  -0.91408  0.37448
H  -6.82949  -2.35968  2.96066
H  -6.87815  -0.62939  2.70839
H  -4.87595  -1.15571  3.95149
H  -4.43888  -0.53912  2.37720
H  -2.99733  -2.40426  3.00241
H  -3.89754  -2.77797  1.55436
H  -3.82050  -4.72636  2.97902
H  -5.48119  -4.18879  2.87470
H  -3.57696  -3.63148  5.21350
H  -4.88379  -4.81778  5.20171
H  -5.26281  -3.10037  5.13998

Forces on atoms 1 to 3 (eV/Å):
-0.26 -0.37 -0.74
0.18 0.75 0.83
-0.21 0.14 0.24

Calculated values
LUMO = 2.1 eV
HOMO-LUMO gap = 6.955 eV
HOMO level = -4.831 eV
molecular weight = 498.37 g/mol
total charge = -1



# 2
C4H10O2 | the ωB97M-V functional and the def2-TZVPD basis

Geometry (Å):
C  -0.21559  1.24175  0.71505
O  0.60814  1.47574  1.85828
C  -0.51213  2.56733  0.04866
H  0.34454  0.62429  0.01085
H  -1.13371  0.68974  0.90722
H  0.48051  0.76964  2.51886
H  -0.72388  3.37063  0.78688
H  0.34982  2.92234  -0.52371
H  -1.39643  2.47700  -0.59676
O  1.15681  -1.49535  -0.29514
C  0.43753  -2.18963  -1.12445
C  -1.02782  -1.89806  -1.29900
H  0.87372  -3.03742  -1.69009
H  -1.52318  -2.67410  -1.89115
H  -1.23204  -0.94269  -1.82953
H  -1.50749  -1.84286  -0.29967

Forces on atoms 1 to 3 (eV/Å):
0.58 -0.06 -0.80
-0.41 -0.20 0.95
-0.30 0.80 0.42

Calculated values
multiplicity = 2
LUMO (alpha / beta) = 3.9 / 3.9 eV
HOMO-LUMO gap (alpha / beta) = 3.461 / 6.812 eV
HOMO level (alpha / beta) = 0.454 / -2.961 eV
relative energy (zero: lowest compared OMol25 entry of this formula, charge and spin) = 0.958 eV
molecular weight = 90.12 g/mol
total charge = -1
⟨S²⟩ = 0.7536



# 3
C8H8O3 | the ωB97M-V functional and the def2-TZVPD basis

Geometry (Å):
C  0.31811  -1.60175  2.97372
C  -0.93117  -1.82489  2.16532
C  -1.38841  -1.33911  0.99912
C  -0.73423  -0.40319  0.16600
C  -1.26641  0.20250  -0.98863
C  -0.39511  0.96725  -1.87286
C  0.87812  1.22944  -1.38630
C  1.37638  0.69587  -0.17713
H  1.14071  -1.08285  2.45831
H  0.01180  -1.02757  3.85615
H  0.66891  -2.59333  3.34685
H  -1.62284  -2.54391  2.66199
H  -2.32677  -1.75633  0.64934
H  -2.18014  -0.17499  -1.43038
H  -0.26008  1.81872  -3.56974
H  1.65211  1.80003  -1.86036
O  -0.94292  1.38137  -3.04505
O  2.43662  0.96112  0.29801
O  0.47788  -0.09205  0.57360

Forces on atoms 1 to 3 (eV/Å):
0.15 -0.33 -0.06
-0.48 -0.71 0.34
-0.65 -1.25 1.09

Calculated values
LUMO = 0.0 eV
HOMO-LUMO gap = 8.296 eV
HOMO level = -8.316 eV
relative energy (zero: lowest compared OMol25 entry of this formula, charge and spin) = 1.704 eV
molecular weight = 152.15 g/mol
SMILES = C/C=C\c1cc(O)cc(=O)o1



# 4
C3H4N2O2S | the ωB97M-V functional and the def2-TZVPD basis

Geometry (Å):
C  1.45937  -0.16713  1.07342
C  -0.99884  -0.11798  0.61322
C  -0.16532  0.32879  -1.68474
H  1.52067  -0.63949  0.08716
H  -0.11700  0.66315  2.24207
H  -1.63275  -0.91953  -1.15169
H  0.50204  1.08957  -1.32760
N  0.13156  0.19455  1.37813
N  -0.78598  -0.42643  -0.74513
O  2.41971  0.13033  1.70920
O  -2.10007  -0.12192  1.09614
S  -0.23340  -0.01391  -3.29017

Forces on atoms 1 to 3 (eV/Å):
-0.90 0.78 -0.85
0.31 0.39 0.42
0.71 -0.75 -1.36

Calculated values
LUMO = -0.4 eV
HOMO-LUMO gap = 8.911 eV
HOMO level = -9.357 eV
relative energy (zero: lowest compared OMol25 entry of this formula, charge and spin) = 0.459 eV
molecular weight = 132.14 g/mol
SMILES = O=CNC(=O)NC=S



# 5
C9H13N | the ωB97M-V functional and the def2-TZVPD basis

Geometry (Å):
C  3.22887  -0.48074  -1.85786
C  -1.52827  1.20447  -1.46237
C  -0.72438  0.18105  2.68156
C  -1.31517  -0.01132  -0.86120
C  0.17057  0.09507  1.35741
C  1.97070  -0.10910  -1.75173
C  -0.38035  -0.21675  0.19837
C  -2.21274  -1.19721  -1.39045
C  1.57003  0.45592  1.68922
N  4.29843  -0.93340  -1.95721
H  -2.36122  1.32130  -2.15765
H  -0.94682  2.04498  -0.94356
H  -0.77872  1.06485  3.17075
H  -1.74696  -0.14893  2.48486
H  1.68423  0.95146  -1.78542
H  1.10356  -0.84096  -1.53756
H  -3.23327  -0.91144  -1.39136
H  -1.83399  -1.50371  -2.47104
H  -2.11409  -1.98902  -0.73534
H  1.38567  1.20624  2.41403
H  1.96666  -0.45486  2.21941
H  2.08758  0.76485  0.75644
H  -0.29031  -0.49275  3.33070

Forces on atoms 1 to 3 (eV/Å):
2.57 -1.42 -0.22
1.22 0.80 2.12
-0.67 -2.28 -4.06

Calculated values
LUMO (alpha / beta) = -0.4 / -1.2 eV
HOMO-LUMO gap (alpha / beta) = 8.843 / 6.400 eV
HOMO level (alpha / beta) = -9.286 / -7.631 eV
relative energy (zero: lowest compared OMol25 entry of this formula, charge and spin) = 4.704 eV
molecular weight = 135.21 g/mol



# 6
C6H7N | the ωB97M-V functional and the def2-TZVPD basis

Geometry (Å):
C  1.28165  -0.63734  0.10129
C  1.86766  0.09370  1.09773
N  1.09984  1.21196  1.29661
C  0.05236  1.24339  0.41067
C  0.13605  0.09123  -0.33692
C  -0.77979  -0.51165  -1.31668
C  -2.11359  -0.59279  -1.29627
H  1.38034  -1.68074  -0.14222
H  2.45183  -0.21445  1.95105
H  1.05025  1.66745  2.19163
H  -0.79164  1.86200  0.66673
H  -0.29094  -1.19158  -1.99844
H  -2.54717  -1.48735  -1.72846
H  -2.79685  0.14618  -0.89672

Forces on atoms 1 to 3 (eV/Å):
-0.47 0.25 0.00
-0.85 -0.42 1.07
-0.08 0.17 -0.06

Calculated values
LUMO = 1.0 eV
HOMO-LUMO gap = 9.078 eV
HOMO level = -8.076 eV
relative energy (zero: lowest compared OMol25 entry of this formula, charge and spin) = 1.807 eV
molecular weight = 93.13 g/mol
SMILES = C=Cc1cc[nH]c1



# 7
C8H16O4Y | the ωB97M-V functional and the def2-TZVPD basis

Geometry (Å):
C  0.98333  -2.53922  0.21264
C  -0.36494  -2.47573  0.06128
O  -1.03447  -1.28693  0.26912
C  -2.28422  -1.10726  -0.41863
C  -2.94274  0.11875  0.16266
O  -1.96287  1.15771  0.20763
C  -2.50178  2.45830  0.44345
H  1.42918  -1.93271  1.00945
H  1.47543  -3.44484  -0.14314
H  -0.93951  -3.21026  -0.50500
H  -2.92415  -1.98487  -0.26670
H  -2.07871  -0.97791  -1.48990
H  -3.32069  -0.06589  1.17858
H  -3.77855  0.42354  -0.48155
H  -1.65837  3.15062  0.53034
H  -3.13758  2.74736  -0.40383
H  -3.08800  2.45791  1.37293
O  1.67446  0.88650  1.80196
C  2.88734  0.85753  1.12725
C  2.71621  1.25846  -0.33366
O  1.59761  0.51853  -0.88514
C  1.87661  -0.64393  -1.57737
Y  0.01192  0.58967  0.75993
H  3.31936  -0.16476  1.15398
H  3.63987  1.53884  1.56805
H  3.60833  1.06608  -0.94283
H  2.44712  2.31915  -0.42080
H  1.48183  -0.65063  -2.59382
H  2.86797  -1.06402  -1.39687

Forces on atoms 1 to 3 (eV/Å):
-2.38 -0.53 1.02
2.19 -1.07 -1.69
-0.50 -0.11 1.00

Calculated values
multiplicity = 2
LUMO (alpha / beta) = -7.6 / -7.6 eV
HOMO-LUMO gap (alpha / beta) = 7.904 / 9.591 eV
HOMO level (alpha / beta) = -15.475 / -17.168 eV
molecular weight = 265.12 g/mol
total charge = +2
⟨S²⟩ = 0.7609



# 8
C16H20N6O2 | the ωB97M-V functional and the def2-TZVPD basis

Geometry (Å):
C  -2.95035  0.66774  4.56966
C  -3.94075  0.73555  3.50183
N  -4.68505  0.87156  2.62867
H  -2.08092  1.21670  4.20797
H  -2.61916  -0.36844  4.63859
H  -3.26500  1.05927  5.53703
C  2.80371  -7.24564  -0.83106
C  2.30233  -5.90424  -1.13356
N  1.91274  -4.83539  -1.40843
H  2.15000  -8.08912  -1.05311
H  3.02037  -7.28173  0.23658
H  3.78070  -7.31078  -1.30997
C  3.38330  -1.62598  6.69530
C  2.78850  -2.35099  5.59328
N  2.29432  -2.97134  4.77121
H  2.91553  -1.99710  7.60720
H  3.13910  -0.57165  6.56545
H  4.43237  -1.83367  6.48457
C  -2.12389  -3.04835  -4.58862
C  -3.37439  -2.67493  -5.26924
N  -4.36330  -2.38788  -5.75571
H  -1.70713  -3.89756  -5.13016
H  -2.44770  -3.27678  -3.57320
H  -1.45681  -2.20048  -4.74424
C  1.33783  2.35061  -5.21231
C  1.10889  3.69458  -5.74197
N  0.91402  4.77339  -6.19606
H  0.49900  1.95768  -4.63780
H  2.17110  2.46598  -4.51917
H  1.53569  1.64577  -6.01987
C  0.34024  1.82079  0.79524
C  0.93613  3.07239  0.97840
C  0.27642  4.22938  0.72301
C  -0.92294  4.19904  -0.08646
C  -1.45772  2.92509  -0.35711
C  -0.84737  1.76608  0.06964
N  -1.62060  5.49642  -0.25640
O  -1.12495  6.49580  0.28888
O  -2.65695  5.49694  -0.85615
H  0.76359  0.86698  1.07350
H  1.91191  3.13576  1.43693
H  0.77179  5.15135  0.98942
H  -2.46576  2.95052  -0.74391
H  -1.37896  0.82670  0.03236

Forces on atoms 1 to 3 (eV/Å):
0.57 -0.37 -0.54
-0.90 0.59 -0.52
0.63 -0.29 0.74

Calculated values
LUMO = -0.6 eV
HOMO-LUMO gap = 9.591 eV
HOMO level = -10.162 eV
relative energy (zero: lowest compared OMol25 entry of this formula, charge and spin) = 5.678 eV
molecular weight = 328.38 g/mol
SMILES = O=[N+]([O-])c1ccccc1.CC#N.CC#N.CC#N.CC#N.CC#N



# 9
C4H5IN2 | the ωB97M-V functional and the def2-TZVPD basis

Geometry (Å):
C  -0.72380  -1.84269  -0.20060
C  -0.19090  -0.04640  2.17897
C  -0.20542  0.12879  -1.43868
C  -0.74729  -0.40890  -0.10929
N  -0.52062  -2.92837  -0.51375
N  -0.16197  0.32109  0.97942
I  -3.08222  0.13903  0.00664
H  0.61394  0.44437  2.84624
H  -0.83367  -0.77906  2.56815
H  0.21619  1.16908  -1.23482
H  0.59370  -0.52554  -1.77261
H  -1.10296  0.08005  -2.25159

Forces on atoms 1 to 3 (eV/Å):
0.38 -0.37 0.31
2.29 1.57 0.59
-1.97 1.15 -1.29

Calculated values
LUMO = -1.4 eV
HOMO-LUMO gap = 8.428 eV
HOMO level = -9.781 eV
relative energy (zero: lowest compared OMol25 entry of this formula, charge and spin) = 1.981 eV
molecular weight = 208.00 g/mol
SMILES = C=N[C@](C)(I)C#N